1.
ORCA calculation (ωB97M-V/def2-TZVPD) on 12 unconnected molecules or ions with the total composition C64H151BN9O28.

Each line ends with the Mulliken charge.
Atoms and positions in Å:
O  2.57857  1.39550  -4.89243  -0.655
C  1.84375  1.37128  -3.86639  0.565
O  1.54590  0.32766  -3.06010  -0.395
B  0.66997  0.83070  -1.97837  0.811
O  0.32734  2.25441  -2.35459  -0.461
C  1.08953  2.60571  -3.32690  0.608
O  1.20963  3.70672  -3.75062  -0.617
O  1.44310  0.65766  -0.73072  -0.389
C  0.81830  -0.30733  0.03733  0.628
O  1.23288  -0.79981  1.11014  -0.655
C  -0.52203  -0.63696  -0.61887  0.588
O  -0.56614  0.04916  -1.79643  -0.427
O  -1.33916  -1.43348  -0.22024  -0.606
C  7.61836  4.18087  -8.97344  -1.238
C  8.74543  5.21981  -8.93131  0.212
C  10.06540  4.60193  -9.30110  -1.102
O  8.47061  6.13866  -9.96983  -0.555
H  6.61964  4.61742  -8.96495  0.368
H  7.58290  3.56091  -8.07761  0.367
H  7.53896  3.52641  -9.84146  0.316
H  8.78608  5.66013  -7.93504  0.320
H  10.32777  3.95994  -8.46021  0.335
H  10.83850  5.36875  -9.25218  0.306
H  10.07337  4.13752  -10.28720  0.318
H  8.34356  5.59998  -10.75423  0.353
C  4.12226  -4.88475  -1.26876  -1.173
C  5.24628  -4.26876  -2.12791  0.541
C  5.59462  -2.87283  -1.65187  -1.206
O  6.30317  -5.13788  -2.05888  -0.567
H  3.89808  -5.88013  -1.65222  0.355
H  3.20412  -4.31672  -1.41863  0.300
H  4.30048  -4.95198  -0.19552  0.294
H  4.99589  -4.26823  -3.18876  0.183
H  5.63409  -2.81589  -0.56409  0.301
H  4.88118  -2.15058  -2.04869  0.325
H  6.57326  -2.63213  -2.06711  0.334
H  5.99453  -5.99976  -2.34788  0.317
C  -9.24558  -10.92364  3.70133  -0.706
O  -8.23149  -11.37012  2.85631  -0.311
C  -7.31604  -12.38289  3.28909  -0.512
C  -6.05724  -12.54883  2.39697  -0.800
N  -4.97500  -11.52032  2.57130  -0.302
C  -5.47236  -10.19164  2.15331  -0.294
C  -4.37470  -9.14122  2.17729  -0.703
O  -3.37151  -9.41397  1.18293  -0.304
C  -2.52340  -8.28980  1.01722  -0.812
H  -9.91017  -10.16387  3.29002  0.229
H  -8.77836  -10.50335  4.59192  0.300
H  -9.82284  -11.82814  3.89303  0.300
H  -7.83723  -13.33756  3.21777  0.437
H  -7.09332  -12.21656  4.34305  0.362
H  -6.49770  -12.50299  1.40098  0.315
H  -5.60710  -13.53515  2.50937  0.396
H  -4.50533  -11.52964  3.46540  0.236
H  -6.27160  -9.86814  2.82014  0.218
H  -5.92274  -10.21783  1.16106  0.312
H  -3.96468  -9.11345  3.18685  0.329
H  -4.75532  -8.14006  1.97503  0.399
H  -2.93674  -7.35297  0.64359  0.321
H  -1.72939  -8.58257  0.33026  0.275
H  -1.99726  -7.97456  1.91828  0.315
C  3.48994  -14.88081  -7.66021  -0.676
O  2.80068  -14.00539  -6.75642  -0.308
C  3.07327  -12.60473  -6.99169  -0.377
C  2.29953  -11.76791  -5.94451  -0.682
N  2.40922  -10.33583  -6.25570  -0.316
C  1.46510  -9.57092  -5.40892  -0.705
C  1.53342  -8.05410  -5.58703  -0.399
O  0.59296  -7.46162  -4.68706  -0.259
C  0.35072  -6.16358  -5.04256  -0.722
H  4.53537  -14.57334  -7.63502  0.297
H  3.11974  -14.84100  -8.68465  0.268
H  3.39786  -15.91352  -7.32386  0.241
H  2.66250  -12.29140  -7.95148  0.260
H  4.15420  -12.49339  -6.90620  0.354
H  2.68645  -11.85435  -4.92916  0.321
H  1.31387  -12.22908  -5.88217  0.315
H  2.06556  -10.24533  -7.20111  0.267
H  1.66191  -9.83519  -4.36992  0.335
H  0.47243  -9.97702  -5.60328  0.357
H  1.29543  -7.84453  -6.62989  0.279
H  2.56700  -7.80586  -5.34583  0.309
H  1.27970  -5.59368  -5.06011  0.298
H  -0.34827  -5.85454  -4.26537  0.246
H  -0.13541  -6.07937  -6.01451  0.300
C  5.21138  -2.36007  12.23130  -0.762
O  5.04591  -3.01197  10.98882  -0.369
C  3.77777  -2.81825  10.39294  -0.521
C  3.61859  -3.64944  9.10715  -0.875
N  4.58652  -3.21666  8.10108  0.215
C  4.49931  -3.92553  6.83873  -0.664
C  5.41306  -3.36059  5.79937  -0.495
O  6.73990  -3.82411  6.01141  -0.381
C  7.58678  -2.93905  6.71873  -0.661
H  6.19314  -1.88653  12.23453  0.253
H  5.17321  -3.03293  13.08798  0.265
H  4.46656  -1.58110  12.39423  0.339
H  3.41785  -1.82326  10.13107  0.292
H  3.05814  -3.22538  11.10321  0.464
H  2.62175  -3.41553  8.73338  0.399
H  3.72934  -4.70973  9.33435  0.396
H  5.55601  -3.10532  8.36145  -0.045
H  3.47858  -3.85857  6.46224  0.371
H  4.69679  -4.96070  7.11717  0.360
H  5.30398  -2.27671  5.76207  0.255
H  5.06257  -3.68721  4.82030  0.387
H  8.60084  -3.33361  6.78281  0.301
H  7.25924  -2.82952  7.75257  0.194
H  7.64030  -1.89446  6.41203  0.304
C  -6.27847  2.35861  1.45628  -0.837
O  -6.35699  3.57756  0.69441  -0.251
C  -5.35077  3.68343  -0.28478  -0.567
C  -5.45902  5.00441  -1.05778  -0.654
N  -5.80745  6.05164  -0.09306  -0.215
C  -6.00270  7.40553  -0.70384  -0.713
C  -6.70937  8.27113  0.38920  -0.610
O  -7.86867  7.62517  0.92335  -0.279
C  -8.56029  8.49591  1.82685  -0.759
H  -7.25922  2.17805  1.89631  0.264
H  -5.48252  2.28073  2.19689  0.315
H  -6.13170  1.45611  0.86293  0.325
H  -5.41209  2.91270  -1.05309  0.366
H  -4.39880  3.65093  0.24512  0.328
H  -6.17849  4.95602  -1.87516  0.422
H  -4.49517  5.27264  -1.49041  0.311
H  -4.93336  6.28330  0.35686  0.215
H  -6.60822  7.34119  -1.60790  0.331
H  -5.04775  7.81164  -1.03739  0.362
H  -6.79296  9.30937  0.06802  0.474
H  -6.01156  8.42969  1.21142  0.320
H  -9.33109  7.93288  2.35313  0.250
H  -9.07047  9.32924  1.34376  0.293
H  -7.88841  8.94171  2.56032  0.313
C  -3.60514  -3.94981  6.41660  -0.592
O  -4.88879  -4.40538  6.93311  -0.383
C  -5.77697  -3.34433  7.41925  -0.648
C  -5.17903  -2.62373  8.67021  -0.512
N  -5.08430  -3.62863  9.73191  -0.427
C  -4.16461  -3.21040  10.81635  -0.499
C  -3.77068  -4.45584  11.65873  -0.717
O  -2.86571  -5.21513  10.93732  -0.242
C  -2.49601  -6.30635  11.69392  -0.837
H  -3.06645  -4.73428  5.88510  0.244
H  -3.01226  -3.63997  7.27719  0.196
H  -3.80317  -3.09458  5.77048  0.306
H  -6.78249  -3.75587  7.50673  0.303
H  -5.94985  -2.64200  6.60380  0.403
H  -5.87977  -1.81575  8.88052  0.342
H  -4.23106  -2.13159  8.45285  0.329
H  -4.75991  -4.44522  9.23386  0.322
H  -4.59634  -2.44548  11.46181  0.354
H  -3.26466  -2.79108  10.36647  0.324
H  -4.63989  -5.02250  11.99259  0.357
H  -3.33035  -4.11509  12.59580  0.483
H  -2.10668  -6.12120  12.69504  0.327
H  -1.60080  -6.56969  11.13057  0.242
H  -3.30545  -7.03461  11.64349  0.326
C  -8.63939  6.49879  -13.32114  -0.682
O  -7.50311  5.74860  -13.61163  -0.318
C  -6.30935  6.50050  -13.96482  -0.620
C  -5.03833  5.71031  -13.57062  -0.545
N  -3.85387  6.49889  -13.89292  -0.349
C  -2.57968  5.77816  -13.68770  -0.577
C  -2.29322  5.24271  -12.32841  -0.365
O  -0.93001  4.77268  -12.26912  -0.342
C  -0.48730  4.26767  -10.97923  -0.698
H  -9.50815  5.85663  -13.17626  0.250
H  -8.92767  7.05444  -14.21346  0.286
H  -8.43757  7.11355  -12.44397  0.283
H  -6.29576  7.42440  -13.38661  0.399
H  -6.33760  6.78051  -15.01787  0.285
H  -5.08910  4.82829  -14.20901  0.274
H  -5.07229  5.21978  -12.59784  0.386
H  -3.95205  6.70208  -14.87739  0.250
H  -1.78438  6.46955  -13.96623  0.367
H  -2.58120  4.92037  -14.36023  0.316
H  -2.98442  4.40418  -12.24349  0.246
H  -2.51785  6.07175  -11.65733  0.327
H  -0.74226  3.20887  -11.02442  0.278
H  -0.94294  4.71000  -10.09332  0.286
H  0.60209  4.25486  -10.94551  0.263
C  -3.69338  8.32176  -5.59545  -0.859
O  -5.05042  8.00616  -5.52387  -0.218
C  -5.51326  7.91252  -6.90495  -0.576
C  -7.04895  7.65641  -6.89016  -0.822
N  -7.70322  8.61728  -5.99012  -0.359
C  -7.96461  9.90975  -6.63631  -0.475
C  -8.34122  10.93468  -5.54190  -0.687
O  -7.30818  11.15807  -4.56128  -0.354
C  -6.13376  11.73880  -4.99598  -0.384
H  -3.64730  9.36841  -5.89628  0.312
H  -3.14849  7.74984  -6.34653  0.310
H  -3.16428  8.21441  -4.64855  0.235
H  -5.00560  7.12470  -7.46147  0.498
H  -5.30178  8.84584  -7.42675  0.325
H  -7.20860  6.62150  -6.58756  0.365
H  -7.38885  7.63887  -7.92565  0.332
H  -6.89923  8.87343  -5.43506  0.364
H  -8.73590  9.91937  -7.40646  0.449
H  -7.07973  10.34798  -7.09785  0.252
H  -9.26530  10.60744  -5.06536  0.322
H  -8.65404  11.85484  -6.03542  0.420
H  -5.59538  10.92585  -5.48318  0.018
H  -5.59504  12.01975  -4.09102  0.220
H  -6.28020  12.59243  -5.65776  0.310
C  11.67018  6.70621  4.16607  -0.730
O  10.97211  5.70852  3.46638  -0.295
C  10.27701  4.78822  4.36683  -0.623
C  9.42240  3.78717  3.54044  -0.677
N  8.35013  4.49459  2.87097  -0.362
C  7.46483  3.59847  2.11787  -0.694
C  6.55369  4.29660  1.09396  -0.599
O  7.40726  4.91798  0.13481  -0.284
C  6.76988  5.56638  -0.91264  -0.715
H  12.47301  6.23851  4.73601  0.288
H  10.95090  7.31820  4.71031  0.300
H  12.22538  7.33471  3.46976  0.244
H  9.65922  5.31799  5.09194  0.386
H  11.00318  4.17843  4.90436  0.395
H  9.00943  3.02876  4.20555  0.429
H  10.11599  3.33054  2.83439  0.346
H  8.77152  5.12066  2.19972  0.270
H  6.85530  3.17807  2.91776  0.367
H  7.96856  2.76413  1.62978  0.346
H  5.86178  5.01794  1.52872  0.376
H  5.88036  3.54964  0.67349  0.415
H  6.19934  4.85729  -1.51244  0.279
H  7.42800  6.10848  -1.59169  0.232
H  6.07148  6.28766  -0.48828  0.306
C  7.55583  2.31715  10.19420  -0.863
O  6.69014  2.29775  9.01956  -0.276
C  5.56524  1.54490  9.17523  -0.417
C  4.71271  1.79682  7.93484  -0.665
N  3.35582  1.24848  8.12626  0.037
C  2.52741  1.57037  6.92454  -0.725
C  1.08614  0.94631  7.04376  -0.459
O  0.15730  1.82948  7.71104  -0.380
C  0.29683  1.99651  9.08581  -0.561
H  7.81950  1.33305  10.58164  0.292
H  7.05838  2.75706  11.05856  0.334
H  8.57132  2.70358  10.10735  0.311
H  5.02779  1.82646  10.08075  0.374
H  5.87492  0.50183  9.24001  0.251
H  5.25424  1.25489  7.15950  0.235
H  4.67775  2.88248  7.84413  0.368
H  3.48798  0.24866  8.18109  -0.063
H  3.06125  1.19010  6.05361  0.527
H  2.39254  2.63562  6.73704  0.401
H  1.08635  -0.04561  7.49564  0.277
H  0.65201  0.83664  6.04998  0.304
H  -0.05121  1.05942  9.52035  0.213
H  -0.38330  2.81708  9.31424  0.224
H  1.31585  2.13518  9.44702  0.240

Values from the calculation:
HOMO level = -7.12 eV
charge = -1

***

2.
ORCA calculation (ωB97M-V/def2-TZVPD) on a single C8H8P2S2 molecule.

Each line ends with the Löwdin spin population.
Atoms and positions in Å:
C  -1.16319  3.18815  -1.15745  0.001
C  -0.55787  -2.59615  1.57171  0.531
C  -0.60018  2.04465  -1.72654  0.003
C  0.09633  -2.60349  0.25869  0.107
C  -0.87538  3.21889  0.15983  0.008
C  -0.15395  -1.56794  2.32750  0.536
C  0.15447  1.33583  -0.83691  0.000
C  1.02896  -1.30830  0.19109  0.063
P  1.82225  -2.96025  -0.35345  0.238
P  1.20755  -0.13451  -1.27761  0.031
S  0.21693  2.04596  0.75940  0.022
S  1.24112  -0.67733  1.80775  0.372
H  -1.92256  3.76860  -1.76762  0.000
H  -1.32063  -3.38432  1.56507  0.026
H  -0.66544  1.85183  -2.75150  0.000
H  -0.60262  -2.88716  -0.54570  0.020
H  -1.14465  4.15455  0.82725  0.000
H  -0.47013  -1.40287  3.32440  0.026
H  1.54110  -2.65687  -1.78671  0.011
H  2.16788  0.57073  -0.58922  0.004

Values from the calculation:
HOMO level (alpha / beta) = -4.77 / -8.84 eV
2S+1 = 3
ΔE to the lowest compared entry with this formula, charge and spin = 0.0 kJ/mol

***

3.
ORCA calculation (ωB97M-V/def2-TZVPD) on a single C31H42N4O3 molecule.

Each line ends with the Mulliken charge.
Atoms and positions in Å:
C  1.97010  -3.95520  3.40775  -1.190
C  3.16170  -3.61218  2.51988  -0.727
C  2.97092  -2.31271  1.72465  -0.287
C  2.51532  -2.51617  0.27888  1.108
C  1.10837  -3.09352  0.14138  -0.503
C  0.63590  -3.13728  -1.31316  -1.226
C  0.24368  -1.75931  -1.85192  0.007
C  -1.08708  -1.31641  -1.26706  0.320
O  -2.06618  -2.03603  -1.25984  -0.700
N  -1.07237  -0.05150  -0.76671  0.061
C  -2.15543  0.69002  -0.28871  -0.300
C  -3.46828  0.37480  -0.60244  -0.762
C  -4.51277  1.18618  -0.17142  0.525
C  -5.94380  0.88834  -0.47087  0.490
O  -6.79727  1.75790  -0.49310  -0.699
N  -6.21958  -0.41470  -0.70506  -0.040
C  -7.55586  -0.89473  -0.95764  -0.889
C  -8.10883  -1.72442  0.20430  -0.288
C  -7.35240  -3.03388  0.39909  -1.156
C  -4.22641  2.34440  0.54273  -1.208
C  -2.92232  2.66040  0.87085  -0.465
C  -1.87475  1.83273  0.48592  0.182
N  -0.52920  2.09458  0.79525  0.884
C  -0.06846  3.45968  0.87221  -1.056
C  1.38513  3.48802  0.36482  -1.333
C  2.07288  2.14471  0.63550  1.489
C  1.55351  1.55367  1.94980  -1.025
C  0.05090  1.26279  1.83347  -0.775
C  3.60872  2.20129  0.58712  -1.553
C  3.90534  1.09819  -0.40305  0.394
C  5.22684  0.60913  -0.73665  0.799
C  5.36889  -0.47892  -1.60179  -0.227
C  6.62357  -0.96030  -1.91457  -0.774
C  7.75400  -0.36640  -1.37349  -0.375
C  7.62236  0.71400  -0.51706  -0.792
C  6.36885  1.20090  -0.19688  -0.452
N  2.84409  0.62235  -0.92863  -0.989
O  1.72807  1.22248  -0.43362  -0.160
H  1.81177  -3.17340  4.14831  0.311
H  1.06046  -4.05996  2.82357  0.252
H  2.14869  -4.89030  3.93460  0.403
H  4.04487  -3.51824  3.15634  0.370
H  3.34958  -4.43503  1.82765  0.337
H  3.91991  -1.76935  1.69532  0.343
H  2.24625  -1.68116  2.24470  -0.015
H  3.22436  -3.17810  -0.22496  0.363
H  2.55925  -1.55065  -0.22757  -1.003
H  0.40392  -2.49865  0.72807  0.273
H  1.09778  -4.11019  0.53792  0.395
H  -0.24128  -3.78356  -1.38681  0.451
H  1.42555  -3.56405  -1.93504  0.553
H  1.02190  -1.02327  -1.66157  -0.212
H  0.09861  -1.83245  -2.93292  0.353
H  -0.18834  0.44803  -0.73070  0.186
H  -3.64678  -0.48907  -1.22108  0.696
H  -5.48922  -1.10115  -0.61114  0.174
H  -7.55566  -1.49482  -1.87438  0.350
H  -8.17630  -0.00830  -1.11036  0.372
H  -9.15950  -1.93921  0.00082  0.336
H  -8.05804  -1.12861  1.11750  0.250
H  -7.36651  -3.62216  -0.51626  0.295
H  -7.81251  -3.62156  1.19007  0.352
H  -6.31656  -2.85127  0.67574  0.319
H  -5.04435  2.97995  0.84512  0.466
H  -2.71465  3.55088  1.44584  0.510
H  -0.11447  3.85226  1.90114  0.453
H  -0.69453  4.08737  0.23783  0.541
H  1.40229  3.66517  -0.71154  0.431
H  1.93928  4.28820  0.85724  0.410
H  2.09382  0.63430  2.18002  0.473
H  1.75010  2.27459  2.74487  0.358
H  -0.43447  1.44745  2.80784  0.340
H  -0.11638  0.21629  1.57193  0.199
H  3.97532  3.15907  0.21017  0.545
H  4.05697  2.00991  1.56193  0.449
H  4.48099  -0.92983  -2.01494  0.451
H  6.72485  -1.80246  -2.58274  0.392
H  8.73511  -0.74456  -1.61894  0.396
H  8.50110  1.17945  -0.09549  0.395
H  6.27901  2.04497  0.47053  0.378

Values from the calculation:
SMILES = CCCCCCCC(=O)Nc1cc(C(=O)NCCC)ccc1N1CCC2(CC1)CC(c1ccccc1)=NO2
HOMO level = -8.05 eV
ΔE to the lowest compared entry with this formula, charge and spin = 147.7 kJ/mol

***

4.
ORCA calculation (ωB97M-V/def2-TZVPD) on 2 unconnected molecules or ions with the total composition C5H8N2.

Each line ends with the Mulliken charge.
Atoms and positions in Å:
C  -1.95546  0.15628  0.08977  -1.124
C  -0.55699  -0.03103  -0.38043  0.242
C  0.57093  0.83144  -0.80791  -0.185
C  0.70679  2.22014  -0.36078  0.090
N  0.75098  3.33730  -0.06083  -0.425
N  0.59581  -0.16960  0.24862  0.079
C  1.43903  -0.68883  1.08910  -0.436
H  -2.09059  1.09712  0.64373  0.361
H  -2.63977  0.16088  -0.76295  0.295
H  -2.24443  -0.67379  0.74153  0.259
H  0.07727  -2.34928  -0.93465  -0.092
H  1.12246  0.61279  -1.72429  0.345
H  0.66592  -2.69252  -0.62078  0.050
H  1.07287  -1.38154  1.83562  0.293
H  2.48519  -0.42935  1.00427  0.249

Values from the calculation:
HOMO level (alpha / beta) = -7.80 / -7.80 eV
ΔE to the lowest compared entry with this formula, charge and spin = 486.5 kJ/mol

***

Number 1: E_tot -5153.09946 a.u.. Number 2: E_tot -1788.47139 a.u.. Number 3: E_tot -1651.24049 a.u.. Number 4: E_tot -304.65020 a.u..